Computed, not measured: C72H80N5P2PbS3Si as an isolated structure in a non-equilibrium geometry, with the ωB97M-V functional and the def2-TZVPD basis.

Structure (XYZ):
```
164
Properties=species:S:1:pos:R:3
Pb -0.13110 0.14900 -0.39000
C -0.47110 4.02690 7.32080
S -1.26000 5.34140 6.34320
C 0.03610 5.71990 5.10620
C -0.14440 4.99890 3.78030
C 0.05380 3.49110 3.92010
N 0.05590 2.81870 2.63810
P -1.28680 1.93500 2.01200
C -1.81130 0.83040 3.37570
C -0.95100 0.35920 4.35930
C -1.38850 -0.57520 5.28150
C -2.67620 -1.07590 5.20870
C -3.53060 -0.63450 4.21190
C -3.10060 0.30570 3.29910
C -2.74840 3.06380 2.13020
C -3.21620 3.64580 3.30470
C -4.38030 4.39240 3.30570
C -5.09770 4.56290 2.13100
C -4.66820 3.94730 0.96720
C -3.51080 3.18810 0.97130
P 1.47680 2.19320 1.85620
C 2.04750 3.51420 0.71600
C 3.31990 3.34640 0.17050
C 3.80550 4.24740 -0.75410
C 3.02670 5.32350 -1.15010
C 1.75430 5.48210 -0.62950
C 1.26550 4.57900 0.30020
C 2.75700 2.51550 3.16370
C 3.11310 1.48800 4.03290
C 4.09200 1.67970 4.99240
C 4.73860 2.89930 5.09660
C 4.40590 3.92380 4.22510
C 3.42070 3.73640 3.27430
H -1.06600 3.91430 8.22170
H 0.53790 4.33380 7.58030
H -0.45860 3.08990 6.77240
H 0.99410 5.47190 5.56430
H -0.01910 6.79890 4.96100
H 0.59010 5.38280 3.06820
H -1.13890 5.20250 3.38020
H -0.74120 3.06540 4.53810
H 1.00770 3.31410 4.43120
H 0.07230 0.71120 4.39980
H -0.71600 -0.92810 6.05210
H -3.00900 -1.82860 5.90820
H -4.53220 -1.03420 4.13690
H -3.75680 0.62300 2.50030
H -2.69190 3.49950 4.23740
H -4.73730 4.82050 4.23420
H -6.00230 5.15520 2.13610
H -5.24420 4.04090 0.05590
H -3.20420 2.66170 0.07920
H 3.92800 2.50790 0.48170
H 4.79420 4.10670 -1.16490
H 3.41970 6.02580 -1.87150
H 1.13820 6.31040 -0.94760
H 0.28150 4.70950 0.72670
H 2.63440 0.52110 3.95810
H 4.35440 0.87100 5.65950
H 5.50760 3.05050 5.84080
H 4.91730 4.87510 4.28290
H 3.17020 4.53700 2.59330
S -1.51990 -2.64650 2.07690
C -1.16980 -3.90230 1.01270
N -0.76880 -5.12150 1.52240
C -0.70980 -6.26220 0.64910
C -0.11700 -5.84140 -0.68750
N -0.90200 -4.76090 -1.22520
C -0.93490 -4.62300 -2.66290
C -2.03090 -5.44480 -3.28750
C -1.80860 -6.74320 -3.73050
C -2.82450 -7.47070 -4.32810
C -4.07370 -6.89970 -4.50480
C -4.30720 -5.60760 -4.06150
C -3.29620 -4.88980 -3.44950
C -1.26030 -3.72720 -0.39120
S -1.88320 -2.29280 -1.05400
C -0.78890 -5.39510 2.93860
C 0.58660 -5.69580 3.46820
C 0.82410 -6.76560 4.32000
C 2.09450 -7.00040 4.81810
C 3.14190 -6.16320 4.47750
C 2.91770 -5.10640 3.61190
C 1.65400 -4.88440 3.10080
H -1.71620 -6.68020 0.47630
H -0.08190 -7.02890 1.11330
H -0.14860 -6.68070 -1.38620
H 0.93340 -5.53560 -0.54820
H 0.04150 -4.89890 -3.07630
H -1.11010 -3.56660 -2.88470
H -0.82660 -7.18670 -3.63120
H -2.63680 -8.48060 -4.67050
H -4.86070 -7.45560 -4.99650
H -5.27790 -5.15280 -4.20620
H -3.47260 -3.88160 -3.10610
H -1.47450 -6.22710 3.14960
H -1.18120 -4.48300 3.41440
H 0.01020 -7.42250 4.59450
H 2.26950 -7.84770 5.46590
H 4.12990 -6.33370 4.88000
H 3.73120 -4.45390 3.32940
H 1.48320 -4.08030 2.40540
C 1.74040 -1.40440 2.05940
N 2.10430 -1.28700 0.66830
C 2.33450 -2.57540 0.06170
C 3.21480 -0.38590 0.43430
C 3.16240 0.29340 -0.91580
C 4.37100 0.69650 -1.47300
C 4.39680 1.42350 -2.64760
C 3.20240 1.72930 -3.27250
C 2.00350 1.31760 -2.71510
C 1.93750 0.60270 -1.52160
H 2.52330 -1.86230 2.68590
H 0.83180 -1.99690 2.13730
H 1.50100 -0.41560 2.44750
H 3.16070 -3.12040 0.54960
H 2.56750 -2.44390 -0.99160
H 1.42920 -3.17320 0.14010
H 4.18710 -0.89860 0.56720
H 3.16390 0.40250 1.19900
H 5.30420 0.45570 -0.97590
H 5.34280 1.75260 -3.05860
H 3.20730 2.29200 -4.19640
H 1.08330 1.58170 -3.21690
N -1.15930 1.67560 -1.50460
C -1.91250 2.27500 -2.29980
C -1.96770 3.76480 -2.39720
C -1.71390 4.53550 -1.26870
C -1.78960 5.91230 -1.32030
C -2.08490 6.54520 -2.51680
C -2.29140 5.78970 -3.65950
C -2.24000 4.40900 -3.60210
C -2.89000 1.55430 -3.17120
C -4.18690 2.04040 -3.32070
C -5.12630 1.31990 -4.03490
C -4.77690 0.11320 -4.61650
C -3.48920 -0.37680 -4.47110
C -2.55270 0.33430 -3.74530
H -1.45280 4.02140 -0.35670
H -1.62380 6.49610 -0.42460
H -2.14440 7.62400 -2.56220
H -2.50460 6.28360 -4.59850
H -2.40490 3.82940 -4.50060
H -4.46590 2.98030 -2.86140
H -6.13260 1.70370 -4.14270
H -5.51210 -0.44360 -5.18130
H -3.21730 -1.31780 -4.92610
H -1.55250 -0.04690 -3.60340
C 3.16290 -4.77580 -3.24100
Si 2.76400 -3.06610 -4.02990
C 4.33490 -1.99440 -3.73730
C 2.65460 -3.34320 -5.92580
C 1.17850 -2.34830 -3.47010
H 3.93210 -5.30470 -3.79810
H 2.28880 -5.41960 -3.20990
H 3.51680 -4.66370 -2.22080
H 5.24580 -2.42130 -4.15020
H 4.48940 -1.83460 -2.67450
H 4.19790 -1.01100 -4.17640
H 3.48540 -3.92460 -6.31720
H 2.64800 -2.38570 -6.43820
H 1.73630 -3.85930 -6.19200
H 0.84720 -2.32970 -2.44740
H 0.70260 -1.59920 -4.08390
```

Its molar mass is 1408.90 g mol⁻¹. The calculation puts the strongest force on any atom at 3.82 eV/A. Its charge is -1. The energy above the lowest of the compared OMol25 structures with the same formula, charge and spin comes out at 1.315 eV. For the electronic energy, the calculation gives -5424.9827 hartree. The orbital gap (spin up / spin down) comes out at 0.1207 / 0.1207 hartree. The value obtained for the LUMO energy (spin up / spin down) is 1.055 / 1.055 eV. The HOMO energy (spin up / spin down) comes out at -0.0819 / -0.0819 Eh.